## A
This record from OMol25 describes a gas-phase ion, C2H3OS (charge -1). The level of theory is ωB97M-V/def2-TZVPD.

Properties
Total charge   -1
Structure (SMILES)   CC([O-])=S
E_HOMO   -3.09 eV

XYZ file:
```
7
Properties=species:S:1:pos:R:3:lowdin_charge:R:1
C -0.78307 -0.04562 0.12421 -0.15
C 0.97422 0.01380 -0.37070 -1.13
O 1.15491 0.03940 -1.53276 -0.11
S 1.98064 -0.01267 0.94283 0.35
H -0.97307 0.85047 0.76497 0.01
H -0.84257 -0.88898 0.81380 0.00
H -1.51106 0.04360 -0.74235 0.03
```

## B
This record from OMol25 describes 2 unconnected molecules or ions with the total composition C2H3OS. The level of theory is ωB97M-V/def2-TZVPD.

Properties
Total charge   -1
E_HOMO   -1.66 eV

XYZ file:
```
7
Properties=species:S:1:pos:R:3:lowdin_charge:R:1
C 2.77195 -0.12461 -0.51100 -0.97
C 0.17329 -0.14258 0.18405 -0.16
O 2.86765 -0.26359 -1.67132 -0.03
S 3.45742 0.08238 0.91791 0.49
H 0.51263 0.68114 0.86353 -0.09
H -0.32283 -0.91590 0.71606 -0.13
H -0.28507 0.16218 -0.73960 -0.11
```

Stability ranking, top and bottom: A is the most stable and B is the least stable.

## A
This record from OMol25 describes a gas-phase ion, H2NO5PS (charge -2). The level of theory is ωB97M-V/def2-TZVPD.

Properties
Total charge   -2
Structure (SMILES)   N[P@](=O)([O-])S(=O)(=O)[O-]
E_HOMO   -0.62 eV

XYZ file:
```
10
Properties=species:S:1:pos:R:3:lowdin_charge:R:1
N 0.65711 1.03098 -1.15876 -0.15
P -0.14537 1.09297 0.37162 0.19
O -1.38386 1.89706 0.14080 -0.44
O 0.76457 1.46134 1.48582 -0.44
S -0.37109 -1.21714 0.48389 0.35
O -1.41827 -1.79331 1.40812 -0.51
O 0.96415 -1.74125 0.89920 -0.49
O -0.62518 -1.48506 -0.94615 -0.51
H 0.03551 0.28348 -1.53632 -0.02
H 1.52243 0.47094 -1.14822 0.02
```

## B
This record from OMol25 describes a gas-phase ion, H2NO5PS (charge -2). The level of theory is ωB97M-V/def2-TZVPD.

Properties
Total charge   -2
Structure (SMILES)   N[P@](=O)([O-])S(=O)(=O)[O-]
E_HOMO   -0.79 eV

XYZ file:
```
10
Properties=species:S:1:pos:R:3:lowdin_charge:R:1
N -1.22790 -0.78904 0.60934 -0.14
P -0.27101 0.67629 0.80878 0.08
O 0.43788 0.68285 2.06425 -0.39
O -1.12410 1.83484 0.51766 -0.40
S 0.94358 0.15786 -0.83451 0.37
O 2.02187 -0.82971 -0.59427 -0.48
O 1.53399 1.41027 -1.61031 -0.54
O -0.07255 -0.53831 -1.64144 -0.50
H -0.70424 -1.62915 0.98774 0.04
H -1.53750 -0.97591 -0.30724 -0.03
```

Stability ranking, top and bottom: A is the most stable and B is the least stable.

## A
This record from OMol25 describes 2 unconnected molecules or ions with the total composition C3H4N3. The level of theory is ωB97M-V/def2-TZVPD.

Properties
Total charge   +1
E_HOMO (alpha / beta)   -13.17 / -12.78 eV

XYZ file:
```
10
Properties=species:S:1:pos:R:3:lowdin_charge:R:1
C 1.32822 0.54049 0.05532 -0.11
C 2.59375 0.83325 0.44221 -0.01
C -2.55146 -0.78917 0.17937 0.20
N -0.44446 -0.09779 1.51133 0.32
N 0.43204 0.28065 0.91242 -0.04
N 3.73325 1.13257 0.55050 0.32
H 0.93211 0.67954 -1.05261 0.21
H -3.14769 -1.12020 0.99496 -0.04
H -2.31065 -1.16907 -0.81626 -0.03
H 4.64705 0.87186 0.95373 0.17
```

## B
This record from OMol25 describes 2 unconnected molecules or ions with the total composition C3H4N3. The level of theory is ωB97M-V/def2-TZVPD.

Properties
Total charge   +1
E_HOMO   -15.07 eV

XYZ file:
```
10
Properties=species:S:1:pos:R:3:lowdin_charge:R:1
C 3.13048 0.71440 0.09268 0.17
C 3.23156 -0.62196 -0.09901 -0.09
C -1.61873 0.36253 -0.08925 0.57
N 1.91728 -0.85758 -0.12942 0.06
N 1.94657 1.27634 0.17194 0.02
N 1.18348 0.27628 -0.02744 -0.07
H 4.16760 -1.17568 0.01634 0.14
H -1.44718 1.12691 -0.73670 0.03
H -0.97839 -0.47289 -0.29174 0.05
H -2.40011 0.64041 0.67585 0.13
```

## C
This record from OMol25 describes a molecular structure, C3H4N3. The level of theory is ωB97M-V/def2-TZVPD.

Properties
Total charge   +1
E_HOMO (alpha / beta)   -16.84 / -16.84 eV

XYZ file:
```
10
Properties=species:S:1:pos:R:3:lowdin_charge:R:1
C 0.54899 -1.00182 1.28587 0.27
C 1.69989 -0.78967 2.04290 0.05
C -0.78204 -0.21337 -0.67649 0.04
N 2.23568 -0.25033 0.99126 0.13
N 1.62551 0.10948 -0.11713 0.17
N 0.40308 -0.35437 0.09713 -0.13
H 2.14711 -1.14874 2.86853 0.11
H -1.70945 -0.52583 -0.13642 0.14
H -0.72962 -0.94328 -1.39381 0.08
H -0.81848 0.68087 -1.32673 0.14
```

## D
This record from OMol25 describes a molecular structure, C3H4N3. The level of theory is ωB97M-V/def2-TZVPD.

Properties
Total charge   +1
E_HOMO (alpha / beta)   -16.77 / -17.00 eV

XYZ file:
```
10
Properties=species:S:1:pos:R:3:lowdin_charge:R:1
C 0.64346 -0.97076 -0.07956 0.23
C 1.95167 -0.82066 -0.03310 0.01
C -1.60408 0.32760 0.05538 0.06
N 1.82566 0.49867 0.08984 0.18
N 0.64817 1.05820 -0.05324 0.15
N -0.19495 0.07773 -0.15885 -0.09
H 2.77378 -1.50321 -0.05000 0.15
H -1.89381 0.62697 1.01751 0.11
H -2.16700 -0.45632 -0.38722 0.11
H -1.98290 1.16178 -0.40074 0.09
```

Stability ranking, top and bottom: D is the most stable and B is the least stable.

## A
This record from OMol25 describes a gas-phase ion, C3H4N3 (charge +1). The level of theory is ωB97M-V/def2-TZVPD.

Properties
Total charge   +1
Structure (SMILES)   C=C=N[N+]#CN
E_HOMO   -15.59 eV

XYZ file:
```
10
Properties=species:S:1:pos:R:3:lowdin_charge:R:1
C 1.85367 0.17571 0.77405 0.08
C 1.63879 -0.99799 1.21454 -0.06
N 0.93920 -2.03427 1.53259 0.10
N -0.31198 -1.83700 1.01296 0.17
C -0.80420 -1.04734 0.25594 -0.05
N -1.82864 -0.69895 -0.45849 0.27
H 1.98022 1.15430 1.33210 0.14
H 2.21828 0.28895 -0.17886 0.06
H -2.08795 0.26692 -0.25273 0.17
H -1.84699 -0.99977 -1.35759 0.11
```

## B
This record from OMol25 describes a gas-phase ion, C3H4N3 (charge +1). The level of theory is ωB97M-V/def2-TZVPD.

Properties
Total charge   +1
E_HOMO   -14.49 eV

XYZ file:
```
10
Properties=species:S:1:pos:R:3:lowdin_charge:R:1
C -1.30477 0.40301 -0.09228 -0.11
C 0.41498 -1.30818 -0.02824 0.04
C 0.94072 0.85361 0.12625 -0.07
N -0.33406 1.23247 0.01778 0.13
N -0.96702 -0.89424 0.09045 0.07
N 1.35756 -0.37902 -0.10329 0.08
H -2.37715 0.80714 -0.45183 0.21
H 1.61476 1.69418 0.42912 0.17
H -1.73644 -1.70573 0.29971 0.24
H 2.39142 -0.70324 -0.28766 0.24
```

## C
This record from OMol25 describes a gas-phase ion, C3H4N3 (charge +1). The level of theory is ωB97M-V/def2-TZVPD.

Properties
Total charge   +1
E_HOMO   -15.47 eV

XYZ file:
```
10
Properties=species:S:1:pos:R:3:lowdin_charge:R:1
C 0.73785 -0.21435 -0.90095 -0.23
C -1.82114 -1.20288 1.46668 0.25
C -0.57244 0.82627 0.84877 -0.06
N -1.23609 -0.22966 1.16518 0.02
N 0.26546 -1.33366 -0.76589 0.17
N 0.35373 0.85823 -0.07807 0.15
H 1.55278 -0.03302 -1.66552 0.17
H -0.99847 1.74460 1.45783 0.23
H 0.84499 -2.10035 -1.18681 0.13
H 0.87333 1.68482 -0.34122 0.18
```

Stability ranking, top and bottom: B is the most stable and A is the least stable.

## A
This record from OMol25 describes 2 unconnected molecules or ions with the total composition C3H11NOS2. The level of theory is ωB97M-V/def2-TZVPD.

Properties
Structure (SMILES)   CNCCSS.O
E_HOMO   -7.83 eV

XYZ file:
```
18
Properties=species:S:1:pos:R:3:lowdin_charge:R:1
C -1.16451 -0.68353 1.94216 -0.15
N 0.23351 -0.29980 1.72537 -0.11
C 0.28662 0.51529 0.45161 -0.31
C 1.59227 0.05150 -0.31822 -0.45
S 3.04338 1.01869 0.51829 0.34
S 4.37819 -0.48017 0.54836 0.25
H -1.47677 -1.77315 2.16234 0.10
H -1.74016 -0.05243 2.63366 0.08
H -1.57785 -0.62177 1.02817 0.00
H 0.71737 0.37053 2.36671 0.11
H 0.48066 1.57764 0.54811 0.08
H -0.58408 0.34341 -0.23076 0.12
H 1.50958 -1.08476 -0.19470 0.11
H 1.70813 0.47974 -1.25511 0.01
H 5.45487 0.28750 0.93049 -0.17
O -4.02982 0.45147 -4.38127 -0.05
H -3.94447 -0.26844 -3.77272 0.02
H -4.88694 0.16829 -4.70250 0.03
```

## B
This record from OMol25 describes 2 unconnected molecules or ions with the total composition C3H11NOS2. The level of theory is ωB97M-V/def2-TZVPD.

Properties
Structure (SMILES)   C[C@@H](N)CSS.O
E_HOMO   -8.07 eV

XYZ file:
```
18
Properties=species:S:1:pos:R:3:lowdin_charge:R:1
C -0.96678 1.59991 1.57691 -0.08
C 0.06311 1.26857 0.52881 -0.51
N 1.05631 0.28864 1.07250 0.03
C -0.61923 0.75273 -0.72696 -0.49
S 0.53877 0.78572 -2.20819 0.40
S 0.14220 -1.06883 -3.12880 0.28
H -1.82596 0.94164 1.67914 0.08
H -0.57072 1.78019 2.58011 0.08
H -1.36655 2.61333 1.39925 0.08
H 0.74697 2.05674 0.23210 0.12
H 1.01278 -0.66345 0.76460 0.04
H 1.97882 0.60797 0.84257 0.05
H -0.92467 -0.28013 -0.69942 0.04
H -1.48646 1.35603 -0.98966 0.07
H -0.64101 -1.68449 -2.20980 -0.20
O 0.71598 -3.54311 -0.55317 -0.09
H 0.49351 -3.56912 0.38600 0.03
H 1.65292 -3.24234 -0.54598 0.05
```

Stability ranking, top and bottom: B is the most stable and A is the least stable.

## A
This record from OMol25 describes 2 unconnected molecules or ions with the total composition C3H11NOS2. The level of theory is ωB97M-V/def2-TZVPD.

Properties
Structure (SMILES)   NCCCSS.O
E_HOMO   -8.86 eV

XYZ file:
```
18
Properties=species:S:1:pos:R:3:lowdin_charge:R:1
N 0.44827 -1.23496 -2.12819 -0.02
C -0.21162 -0.74841 -0.89845 -0.31
C -1.48518 0.01376 -1.22623 -0.29
C -2.62430 -0.17975 -0.22876 -0.56
S -2.06411 0.29150 1.43887 0.42
S -3.60789 1.48068 2.10359 0.31
H 1.26273 -1.78717 -1.87392 0.06
H 0.83768 -0.43477 -2.61565 0.06
H -0.46801 -1.63141 -0.35295 0.10
H 0.46017 -0.13609 -0.28925 0.10
H -1.29224 1.05962 -1.22876 0.09
H -1.85046 -0.20258 -2.23478 0.11
H -3.37964 0.54087 -0.52099 0.05
H -3.06341 -1.17579 -0.26700 0.08
H -2.92730 2.63444 2.04006 -0.20
O 6.67764 0.33169 3.10835 -0.06
H 6.72166 1.28034 2.91393 0.04
H 6.56601 -0.10196 2.26013 0.03
```

## B
This record from OMol25 describes 3 unconnected molecules or ions with the total composition C3H11NOS2. The level of theory is ωB97M-V/def2-TZVPD.

Properties
E_HOMO   -8.85 eV

XYZ file:
```
18
Properties=species:S:1:pos:R:3:lowdin_charge:R:1
S -3.72000 -0.80248 -0.15808 0.31
S 2.95641 -0.66130 0.77368 0.69
C 2.12842 0.19094 -0.59019 -0.57
C 0.92733 0.98565 -0.05373 -0.33
N -0.26909 0.21597 0.00040 -0.12
C -0.94754 -0.13281 -1.22753 -0.13
H 3.70262 -1.46943 -0.00301 -0.15
H 1.94594 -0.50449 -1.41106 0.06
H 2.88715 0.88534 -0.98758 0.06
H 1.16728 1.25196 0.98854 0.11
H 0.85348 1.96309 -0.56761 0.11
H -0.93087 0.45502 0.72243 0.07
H -1.25272 0.74933 -1.80536 0.10
H -0.34894 -0.84972 -1.79678 0.09
H -1.86465 -0.71071 -0.95773 -0.10
H -2.82238 -0.14557 1.78725 -0.12
H -2.32388 -1.12570 2.86496 0.04
O -2.08856 -0.29512 2.42141 -0.14
```

Stability ranking, top and bottom: A is the most stable and B is the least stable.